111
Properties=species:S:1:pos:R:3 method="wB97M-V/def2-TZVPD" e_above_lowest_ev=0.000 spin_multiplicity=3 lumo_energy_ev="0.505 / 0.503" total_energy_ev=-93759.2622
Ti -0.40222 0.08605 -0.61552
C 2.22031 -2.83846 2.16470
H 6.17597 0.84834 1.24972
N -0.46714 0.56055 1.73875
H 0.59249 -4.64967 -0.40974
C 0.50632 5.00748 0.31609
C 1.52247 -0.53436 -3.92827
C 4.11516 0.92000 3.93557
C 3.34955 -2.13799 -4.21958
H -0.45954 -0.53274 -6.10175
C -3.14570 0.51026 -5.60411
C -4.38413 -2.03211 -0.56943
C 0.00264 -0.78534 2.17565
H 1.77653 -4.80281 4.95108
N -2.61820 2.14900 -1.66022
H 3.83316 5.02501 0.43387
H -2.71171 0.72041 -6.65295
H -1.79305 -4.70422 3.14426
C 1.82214 -3.25171 3.43113
C -2.29380 0.97821 3.50954
H -2.40421 -0.18547 1.73237
H -0.82281 -2.90158 -1.26264
H -3.32738 -3.17482 2.04693
H 4.61087 0.84483 -3.21381
N -1.89738 0.45696 -3.40363
H -4.90097 4.57754 -1.39575
H 3.46595 -3.43187 0.54944
C 3.11188 -3.70203 1.51149
H -3.34035 1.33659 3.53194
H 4.22006 -0.13061 0.25235
H -2.42871 5.19537 -0.37642
N -2.50435 -0.84793 -0.81649
C 4.24194 -1.18302 -3.83821
H -1.27909 3.23020 2.59225
H -5.72941 -0.20574 -2.98930
C 2.60701 3.51583 -0.55273
H -0.50825 1.30954 4.78879
C 5.23053 1.15684 3.18938
H -6.04715 0.58850 -1.43772
H -3.61151 1.44231 -5.34072
C -0.47938 2.65386 3.13978
Si 1.71794 -1.20406 1.35714
C 2.93859 -0.03909 2.05165
H 3.33364 -6.26319 3.67031
C -1.98522 0.17571 -4.72176
H 1.11588 1.38530 2.88369
C -1.61929 -4.56073 2.06225
H 6.10285 1.64741 3.60724
C 2.21023 -4.44773 3.99025
C 2.84530 4.67937 0.14936
H 1.17250 2.05702 -1.26445
H -0.17334 -0.92416 3.25462
H -4.04457 1.33757 -3.11597
H 0.32733 -5.56015 1.98129
C -5.89299 -0.40875 -1.91977
H 2.12566 1.36704 -3.22278
H -0.69101 -1.45967 1.67554
H -5.35914 2.94129 -1.88954
H 0.19183 3.41407 3.54108
N -0.66604 0.13834 -2.89808
C 1.32979 3.02356 -0.72025
C -2.31629 4.16701 -0.67897
B -3.07887 0.94997 -2.47492
C 0.29199 1.71851 2.22980
C 1.51570 -1.12757 -0.41389
H 5.28892 -1.50779 -3.89654
H 4.11033 1.37783 4.97156
C 3.55919 -4.92562 2.06770
C 3.82017 0.11727 -3.50961
H 1.50173 -2.12113 -0.88895
C 0.26325 3.78842 -0.31349
C -1.88497 0.72486 2.07774
C -1.12116 3.38939 -0.62161
C -4.60841 -0.90997 -1.39984
C -1.08509 -3.44178 -0.41148
N -1.34894 2.18504 -1.12615
C 2.45251 0.40945 -3.54923
C 1.79169 5.44520 0.52904
H 0.75078 2.35884 1.51958
C 3.09512 -5.31392 3.30841
H -2.40548 0.07786 4.12058
H -0.30993 5.60785 0.63139
H 1.19824 -2.59409 4.05508
C -2.22573 -3.05760 0.25299
C -0.43635 -4.88492 1.46850
H 2.40709 -0.62322 -0.81003
C -3.19571 3.34045 -1.36925
H 3.65812 -3.09591 -4.65157
C -1.27084 1.89921 4.18687
H 1.24194 -2.59785 -4.36415
C -0.76266 -0.34411 -5.09233
H 4.31025 -5.62197 1.57787
H -3.95014 -0.24417 -5.71295
H -4.47238 4.04183 -2.96140
H 3.46880 2.96972 -0.95829
C -0.24839 -4.36799 0.16075
N -3.44375 -0.26446 -1.51658
H -2.15881 1.57752 1.45391
C 2.97725 0.31339 3.40838
H -1.78979 2.61069 4.76948
C 0.06803 -0.28927 -3.97050
H 2.14659 0.06006 4.08982
C 4.13715 0.17763 1.31157
C -2.49699 -3.67421 1.44274
C 5.26509 0.73727 1.86913
C -4.56699 3.71071 -1.93341
H 1.94479 6.38825 1.00806
H -5.10305 -2.77310 -0.19018
C -3.03860 -1.95642 -0.27421
C 1.97556 -1.81163 -4.19843
H -6.74941 -0.97583 -1.69086